The following is a DFT calculation (the ωB97M-V functional and the def2-TZVPD basis) of C28H33NO6SSr as an isolated structure at a distorted geometry.

The value obtained for the LUMO energy is 0.363 eV. The value obtained for the calculated total energy is -2021.9521 Ha. The value obtained for the relative energy (zero: lowest compared OMol25 entry of this formula, charge and spin) is 50.99 kcal per mole. As for the spin multiplicity: 1. Its HOMO energy is -8.786 eV.

Each line ends with the Mulliken charge.
Geometry (Å):
Sr  -0.8378  0.8450  -0.2408  2.381
O  -1.9203  2.1964  1.7073  -0.464
C  -2.0280  3.5989  1.4326  -0.688
C  -2.2380  3.8761  -0.0574  -0.780
N  -1.2217  3.2234  -0.8818  0.331
C  0.0989  3.8464  -0.7095  -0.829
C  0.8482  3.3022  0.5206  0.254
O  1.6102  4.0285  1.1368  -0.739
O  0.5879  2.0664  0.7949  -0.779
C  -1.5729  3.1789  -2.3082  -0.396
C  -0.7237  2.0553  -2.9670  0.313
O  -0.0749  2.3013  -3.9723  -0.721
O  -0.7876  0.9374  -2.3363  -0.738
H  -0.9724  2.0385  1.8719  0.289
H  -2.8857  3.9864  1.9855  0.494
H  -1.1376  4.1185  1.7915  0.331
H  -3.2138  3.4748  -0.3433  0.324
H  -2.2488  4.9651  -0.2104  0.260
H  0.7220  3.5954  -1.5730  0.465
H  0.0421  4.9373  -0.6387  0.251
H  -2.6252  2.9046  -2.4151  0.328
H  -1.3934  4.1306  -2.8175  0.252
C  -1.7916  -4.6811  -1.3670  -1.656
C  -1.5222  -3.2393  -1.8092  0.029
C  -0.0205  -2.9383  -1.7835  -1.143
C  -2.3040  -2.2503  -0.9736  0.918
C  -3.1441  -1.3250  -1.5840  -0.531
C  -3.8750  -0.4105  -0.8366  -0.658
C  -3.8068  -0.4026  0.5545  0.813
C  -4.6674  0.5273  1.3671  -1.727
C  -2.9641  -1.3302  1.1673  -0.791
C  -2.2217  -2.2320  0.4176  -0.015
H  -1.3244  -5.3781  -2.0643  0.444
H  -2.8616  -4.8912  -1.3353  0.415
H  -1.3761  -4.8676  -0.3749  0.287
H  -1.8647  -3.1308  -2.8415  0.554
H  0.3731  -3.0045  -0.7673  -0.038
H  0.1782  -1.9338  -2.1620  0.161
H  0.5147  -3.6561  -2.4082  0.544
H  -3.2162  -1.3063  -2.6648  0.326
H  -4.5301  0.2903  -1.3426  0.382
H  -5.6124  0.0370  1.6116  0.433
H  -4.8954  1.4352  0.8086  0.312
H  -4.1751  0.8049  2.2975  0.310
H  -2.8968  -1.3471  2.2497  0.393
H  -1.5683  -2.9289  0.9292  0.173
O  0.5284  -0.7496  0.3448  -0.381
S  1.8210  -0.1531  -0.1359  0.384
C  2.8909  -1.5910  -0.3450  0.445
C  2.7243  -2.6882  0.4841  -0.302
C  3.5329  -3.7973  0.3063  -0.821
C  4.4971  -3.8018  -0.6953  -0.474
C  4.6519  -2.7007  -1.5234  -0.741
C  3.8389  -1.5883  -1.3548  -0.193
C  2.6728  0.4280  1.3368  0.368
C  3.7651  1.2645  1.1944  -0.099
C  4.3843  1.7605  2.3302  -0.706
C  3.9110  1.4150  3.5864  -0.523
C  2.8194  0.5668  3.7144  -0.841
C  2.1900  0.0748  2.5832  -0.210
H  1.9639  -2.6646  1.2548  0.277
H  3.4118  -4.6619  0.9455  0.434
H  5.1255  -4.6717  -0.8353  0.418
H  5.3947  -2.7101  -2.3098  0.431
H  3.9356  -0.7258  -2.0040  0.488
H  4.1194  1.5451  0.2089  0.429
H  5.2218  2.4378  2.2323  0.414
H  4.3853  1.8189  4.4714  0.393
H  2.4461  0.3013  4.6948  0.439
H  1.3131  -0.5567  2.6570  0.296

Cartesian forces, eV/Å:
Sr -5.1 -1.5 1.0
O -0.1 0.2 0.2
C -0.1 0.2 -0.1
C 0.0 -0.3 0.3
N -0.1 1.2 -0.4
C 0.2 -0.2 0.2
C 0.3 0.6 0.2
O -0.1 -0.1 -0.2
O 1.5 1.5 1.2
C 0.2 -0.3 -0.1
C 0.0 0.4 -0.6
O -0.1 0.0 0.2
O 0.2 0.2 -2.8
H -0.1 0.3 0.2
H 0.0 0.0 0.0
H 0.0 0.0 0.1
H 0.0 0.0 -0.1
H -0.1 0.0 0.0
H -0.1 0.1 0.0
H 0.0 0.0 -0.1
H 0.0 0.0 0.0
H 0.0 0.0 0.0
C 0.0 0.1 -0.1
C 0.1 -0.1 0.1
C -0.1 -0.1 0.0
C 0.0 0.0 -0.1
C 0.1 0.1 0.0
C 0.0 0.0 0.1
C -0.1 0.0 0.0
C 0.0 -0.1 0.0
C 0.1 0.1 0.0
C 0.0 0.0 0.0
H 0.0 0.0 0.0
H 0.0 0.0 0.0
H 0.0 0.0 0.0
H 0.0 0.0 0.0
H -0.1 0.0 -0.1
H 0.0 0.0 0.0
H 0.0 0.0 0.0
H 0.0 0.0 0.0
H 0.0 0.0 0.0
H 0.0 0.0 0.0
H 0.0 0.0 0.0
H 0.0 0.0 0.0
H 0.0 0.0 0.0
H 0.0 0.0 0.0
O 1.4 -1.8 0.9
S 2.1 -0.9 0.6
C -0.1 0.1 -0.5
C 0.0 0.0 0.1
C 0.0 0.0 0.0
C 0.0 0.0 0.0
C 0.0 0.0 0.0
C -0.1 0.1 0.0
C 0.0 0.2 0.0
C 0.0 -0.1 -0.1
C 0.0 0.0 0.0
C 0.0 0.0 0.1
C 0.0 0.0 0.0
C -0.1 -0.1 -0.1
H 0.0 0.0 0.0
H 0.0 0.0 0.0
H 0.0 0.0 0.0
H 0.0 0.0 0.0
H 0.0 0.0 0.0
H 0.0 0.0 0.0
H 0.0 0.0 0.0
H 0.0 0.0 0.0
H 0.0 0.0 0.0
H 0.0 0.0 0.0